1.
{
  "formula": "C5H12OS",
  "method": "ωB97M-V with the def2-TZVPD basis set",
  "symbols": ["C", "S", "C", "C", "C", "C", "O", "H", "H", "H", "H", "H", "H", "H", "H", "H", "H", "H", "H"],
  "positions_angstrom": [[-2.8947, 0.8460, 1.1198], [-1.6908, -0.5575, 1.2612], [0.0896, -0.0953, 1.5717], [1.0768, -0.5752, 0.3484], [0.7610, 0.1698, -0.8919], [2.1963, 0.3831, -1.6074], [2.0178, 0.0817, -2.9124], [-3.9266, 0.7000, 1.2464], [-2.5590, 1.4897, 1.8728], [-2.7346, 1.4180, 0.2557], [0.3267, 0.9540, 1.5183], [0.5385, -0.6465, 2.4761], [2.0959, -0.4260, 0.6997], [1.0748, -1.6878, 0.2653], [0.3749, 1.1426, -0.8131], [0.1384, -0.4314, -1.4410], [2.4323, 1.4861, -1.5299], [3.0286, -0.2678, -1.1764], [2.7457, 0.1660, -3.4976]],
  "e_homo_ev": -8.34,
  "homo_lumo_gap_ev": 9.29,
  "charge": 0,
  "e_lumo_ha": 0.0350,
  "smiles": "CSCCCCO"
}

2.
{
  "formula": "C5H12OS3",
  "method": "ωB97M-V with the def2-TZVPD basis set",
  "symbols": ["C", "C", "C", "C", "C", "O", "S", "S", "S", "H", "H", "H", "H", "H", "H", "H", "H", "H", "H", "H", "H"],
  "positions_angstrom": [[1.5382, -1.5091, 2.0087], [-0.7953, 1.2018, 1.6340], [-2.0624, -0.1811, -2.6455], [1.3516, -0.9053, 0.6062], [-1.3671, 0.0436, 0.9664], [-0.0581, 1.5706, -2.8860], [-2.9370, -0.1915, 0.8444], [-0.4145, -1.2650, 0.1712], [-1.3028, 1.2742, -1.8181], [0.8525, -1.1363, 2.6853], [1.1984, -2.5249, 1.9691], [2.5742, -1.5057, 2.3609], [-1.3283, 1.5198, 2.5683], [-0.5724, 2.0928, 1.1241], [0.2074, 1.0202, 2.1887], [-1.3749, -1.0060, -2.4198], [-2.3575, -0.1937, -3.6701], [-2.9517, -0.2502, -1.9410], [1.8688, -1.2760, -0.2219], [1.4010, 0.1644, 0.4832], [0.4458, 0.7320, -3.0130]],
  "e_homo_ev": -8.24,
  "homo_lumo_gap_ev": 8.09,
  "charge": 0,
  "e_lumo_ha": -0.0055
}

3.
{
  "formula": "C5H12OSSi",
  "method": "ωB97M-V with the def2-TZVPD basis set",
  "symbols": ["C", "C", "C", "C", "C", "O", "Si", "S", "H", "H", "H", "H", "H", "H", "H", "H", "H", "H", "H", "H"],
  "positions_angstrom": [[-0.9564, 0.5153, -1.4030], [-0.5576, 2.0078, -1.2392], [0.2625, -0.4399, -1.5034], [0.4950, 2.1822, -0.1447], [1.1878, 0.0466, -0.4288], [1.2308, 1.2112, 0.1993], [-0.6904, -1.8447, 2.4140], [2.7121, -0.9377, -0.0068], [-1.3310, 0.1870, -0.4268], [-1.6885, 0.2792, -2.1497], [-0.1334, 2.3277, -2.2210], [-1.4091, 2.6344, -0.8410], [0.0832, -1.4548, -1.2073], [0.6888, -0.6056, -2.4005], [0.3643, 3.0247, 0.6113], [0.6183, -1.1778, 2.4567], [-1.6888, -0.9013, 2.2260], [-0.7580, -2.4246, 3.8473], [-0.4827, -2.9163, 1.2879], [2.0531, -1.7134, 0.9297]],
  "e_homo_ev": [-7.04, -7.14],
  "homo_lumo_gap_ev": [7.79, 7.88],
  "charge": 0,
  "e_lumo_ha": [0.0276, 0.0274]
}

4.
{
  "formula": "C5H12P2S",
  "method": "ωB97M-V with the def2-TZVPD basis set",
  "symbols": ["C", "P", "C", "C", "C", "P", "C", "S", "H", "H", "H", "H", "H", "H", "H", "H", "H", "H", "H", "H"],
  "positions_angstrom": [[-0.9831, 2.6126, -0.3366], [0.0732, 1.2302, -0.9282], [1.2128, 0.9132, 0.6183], [1.4565, -0.6353, 0.6181], [0.2645, -1.3982, 0.8224], [-1.1131, -0.4998, -0.1920], [-1.7151, -1.4233, -1.7542], [-2.7940, -0.0663, 0.9407], [-2.0089, 2.2333, -0.4893], [-0.7420, 3.4931, -0.9384], [-0.7967, 2.7059, 0.7476], [0.6123, 1.1530, 1.4775], [2.1323, 1.5276, 0.5359], [1.9933, -1.0764, -0.2960], [2.0824, -0.8493, 1.5454], [0.2912, -2.4161, 0.4565], [-0.2071, -1.2482, 1.7822], [-2.1115, -0.7491, -2.6717], [-0.9707, -2.0667, -2.1862], [-2.5336, -2.0425, -1.1381]],
  "e_homo_ev": -8.12,
  "homo_lumo_gap_ev": 8.93,
  "charge": 0,
  "e_lumo_ha": 0.0296,
  "smiles": "CP1CCC[P@@]1(C)=S"
}

5.
{
  "formula": "C5H12P2S",
  "method": "ωB97M-V with the def2-TZVPD basis set",
  "symbols": ["C", "C", "C", "C", "C", "P", "P", "S", "H", "H", "H", "H", "H", "H", "H", "H", "H", "H", "H", "H"],
  "positions_angstrom": [[-1.4307, 0.1997, 0.7426], [-0.2036, 0.7577, 1.5309], [-1.2192, -1.2949, 0.0752], [0.6514, 2.4001, -0.5528], [0.9619, -2.4700, -1.5469], [1.1947, 0.8781, 0.3360], [-0.2071, -1.0562, -1.4852], [2.6425, 1.6586, 1.6265], [-2.3471, 0.2365, 1.4312], [-1.7503, 0.8998, -0.1518], [-0.3724, 1.7731, 1.8906], [-0.1442, 0.1577, 2.4751], [-0.8653, -1.9413, 0.9829], [-2.2183, -1.7950, -0.3451], [-0.0094, 2.9061, 0.1175], [0.3425, 1.9442, -1.6148], [1.4560, 3.0849, -0.7916], [1.7884, -2.2007, -0.9267], [0.3218, -3.3970, -1.3492], [1.4084, -2.7413, -2.4444]],
  "e_homo_ev": [-8.35, -7.52],
  "homo_lumo_gap_ev": [7.27, 5.75],
  "charge": 0,
  "e_lumo_ha": [-0.0395, -0.0650]
}

6.
{
  "formula": "C5H12P2S",
  "method": "ωB97M-V with the def2-TZVPD basis set",
  "symbols": ["C", "S", "P", "P", "C", "C", "C", "C", "H", "H", "H", "H", "H", "H", "H", "H", "H", "H", "H", "H"],
  "positions_angstrom": [[2.1271, 2.3853, 1.3956], [0.5273, 1.6464, 0.5731], [-0.5192, 0.8031, -1.6488], [0.1669, -1.2310, -1.7216], [1.5608, -1.2454, -0.5484], [-1.1187, -1.7971, -0.4899], [-1.9597, -0.6540, 0.1056], [-2.0993, 0.4337, -0.8580], [2.8025, 2.8132, 0.7677], [1.5999, 3.0554, 2.1317], [2.7259, 1.6305, 1.9795], [1.3269, -0.6979, 0.4969], [2.2917, -0.5156, -0.8209], [2.1709, -2.1279, -0.3001], [-0.5710, -2.2992, 0.2602], [-1.7222, -2.7663, -0.7703], [-2.8844, -1.0220, 0.5106], [-1.2971, -0.2636, 0.9150], [-2.7440, 0.4389, -1.7144], [-2.3842, 1.4136, -0.2636]],
  "e_homo_ev": -8.16,
  "homo_lumo_gap_ev": 7.35,
  "charge": 0,
  "e_lumo_ha": -0.0298,
  "smiles": "CSP1#P(C)CCC1"
}

7.
{
  "formula": "C5H12P2Si",
  "method": "ωB97M-V with the def2-TZVPD basis set",
  "symbols": ["H", "P", "C", "C", "P", "H", "Si", "C", "C", "C", "H", "H", "H", "H", "H", "H", "H", "H", "H", "H"],
  "positions_angstrom": [[-1.6162, -2.8696, -0.3102], [-2.6780, -2.0679, -0.3676], [-1.9638, -0.5804, -0.1083], [-2.6703, 0.6891, -0.2890], [-4.1856, 0.9895, 0.2519], [-4.4585, 2.2514, -0.5498], [0.1201, -0.2209, 0.1922], [0.3043, 1.5108, 0.9880], [0.6379, -0.2091, -1.6661], [1.4291, -1.4014, 0.9438], [-2.0677, 1.4942, -0.6840], [1.1990, 2.0746, 1.1534], [-0.3590, 2.3162, 0.4727], [-0.0908, 1.5336, 2.0033], [0.3767, 0.7690, -2.0631], [1.7644, -0.1690, -1.5864], [0.3239, -0.8295, -2.4528], [1.9811, -1.8858, 0.1380], [2.0840, -1.0746, 1.7934], [0.6637, -2.1153, 1.3375]],
  "e_homo_ev": -8.67,
  "homo_lumo_gap_ev": 8.02,
  "charge": 0,
  "e_lumo_ha": -0.0239,
  "smiles": "[H]/P=C(/C=P/[H])[Si](C)(C)C"
}

8.
{
  "formula": "C5H12S",
  "method": "ωB97M-V with the def2-TZVPD basis set",
  "symbols": ["C", "C", "C", "H", "H", "H", "H", "H", "H", "C", "S", "C", "H", "H", "H", "H", "H", "H"],
  "positions_angstrom": [[-1.7480, 2.1849, -1.9412], [-2.2712, 0.9609, -1.8245], [-1.3913, -0.2242, -2.1365], [-1.9713, 3.0040, -1.2672], [-0.9678, 2.3902, -2.6649], [-3.2977, 0.6668, -1.6480], [-1.9173, -1.0425, -2.6316], [-0.6438, 0.0686, -2.8863], [-0.7215, -0.5224, -1.3320], [0.6665, -1.7633, 2.0826], [1.6653, -0.9289, 0.7979], [2.6553, 0.0800, 1.9289], [1.2155, -2.6088, 2.4900], [-0.2307, -2.1638, 1.6120], [0.3971, -1.0288, 2.8293], [2.3302, 0.0700, 2.9689], [3.6802, -0.2725, 1.9528], [2.5507, 1.1297, 1.6697]],
  "e_homo_ev": -8.57,
  "homo_lumo_gap_ev": 9.62,
  "charge": 0,
  "e_lumo_ha": 0.0386,
  "smiles": "C=CC.CSC"
}

9.
{
  "formula": "C5H12S",
  "method": "ωB97M-V with the def2-TZVPD basis set",
  "symbols": ["C", "C", "C", "C", "S", "C", "H", "H", "H", "H", "H", "H", "H", "H", "H", "H", "H", "H"],
  "positions_angstrom": [[-1.8706, -0.5831, 1.3444], [-1.3763, 0.7592, 0.6448], [-0.7764, 0.4511, -0.7045], [0.2177, -0.7119, -0.8037], [1.4872, -0.3081, 0.4465], [2.9096, 0.1864, -0.5438], [-0.8860, -1.2045, 1.6780], [-2.5655, -0.5576, 2.2890], [-2.2686, -1.1750, 0.5855], [-0.7853, 1.3574, 1.3313], [-2.3038, 1.3549, 0.3855], [-0.2117, 1.3918, -0.9014], [-1.6209, 0.5062, -1.3751], [-0.2760, -1.5773, -0.4600], [0.6047, -0.6558, -1.9006], [3.3569, -0.7307, -0.9471], [3.6154, 0.5119, 0.1935], [2.7494, 0.9851, -1.2620]],
  "e_homo_ev": [-15.32, -15.32],
  "spin_multiplicity": 2,
  "homo_lumo_gap_ev": [11.98, 7.04],
  "charge": 1,
  "e_lumo_ha": [-0.1226, -0.3045]
}

10.
{
  "formula": "C5H12Si",
  "method": "ωB97M-V with the def2-TZVPD basis set",
  "symbols": ["C", "C", "C", "C", "C", "Si", "H", "H", "H", "H", "H", "H", "H", "H", "H", "H", "H", "H"],
  "positions_angstrom": [[-1.4519, -1.6595, 1.4329], [-1.4449, -0.2957, 1.5246], [-0.2885, 0.0325, -2.8523], [1.5802, 0.4756, 1.6795], [0.6238, 0.5907, -1.8277], [-0.1842, 0.8663, 1.0070], [-2.1745, -2.3813, 1.7838], [-0.7419, -2.2101, 0.8645], [-2.3118, 0.0181, 2.0613], [-0.6789, -0.9468, -2.5204], [-0.9838, 0.7293, -3.0958], [0.3708, -0.1425, -3.7869], [2.0967, 1.3653, 2.0229], [1.5416, -0.2988, 2.4655], [2.2195, 0.1170, 0.8602], [1.0971, 1.6025, -1.7148], [1.3374, -0.0365, -1.4706], [-0.6068, 2.1741, 1.5662]],
  "e_homo_ev": [-7.52, -7.17],
  "homo_lumo_gap_ev": [7.47, 7.30],
  "charge": 0,
  "e_lumo_ha": [-0.0020, 0.0046]
}

11.
{
  "formula": "C5H12Si2",
  "method": "ωB97M-V with the def2-TZVPD basis set",
  "symbols": ["C", "C", "C", "C", "C", "Si", "Si", "H", "H", "H", "H", "H", "H", "H", "H", "H", "H", "H", "H"],
  "positions_angstrom": [[1.4016, 0.6010, 0.8432], [-0.5867, 0.5482, -0.5267], [0.5103, -0.4311, -0.1217], [-0.0205, -1.6398, 0.6864], [1.4783, -0.8894, -1.2096], [0.4944, 2.0367, -0.1085], [-2.3284, 0.4266, 0.1007], [-0.4787, -2.4341, 0.0337], [-0.6390, -1.2009, 1.5851], [0.9254, -2.2499, 0.9712], [1.8579, 0.0710, -1.5800], [0.9861, -1.6015, -1.8902], [2.2651, -1.5394, -0.7947], [1.0857, 0.4262, 1.9521], [-0.1921, 3.2894, 0.2394], [1.3100, 2.9549, -1.0003], [-2.5197, -1.0446, 0.0628], [-3.1945, 1.4184, -0.6415], [-2.3551, 1.2584, 1.3987]],
  "e_homo_ev": [-8.99, -8.60],
  "homo_lumo_gap_ev": [8.03, 7.82],
  "charge": 0,
  "e_lumo_ha": [-0.0353, -0.0287]
}

12.
{
  "formula": "C5H13B",
  "method": "ωB97M-V with the def2-TZVPD basis set",
  "symbols": ["C", "C", "C", "B", "C", "C", "H", "H", "H", "H", "H", "H", "H", "H", "H", "H", "H", "H", "H"],
  "positions_angstrom": [[2.9232, 0.5227, -0.0696], [1.3938, 0.7692, 0.2827], [0.5594, -0.5179, 0.2450], [-1.3869, -0.2136, 0.0960], [-1.8960, 0.9912, -0.8342], [-2.2957, -1.4164, 0.5347], [3.5033, 0.6333, 0.8205], [3.1150, 1.2065, -0.8000], [2.8694, -0.4536, -0.4467], [1.3416, 1.1898, 1.3043], [0.9950, 1.3506, -0.5712], [0.6988, -1.2581, -0.6471], [0.7064, -1.2075, 1.1085], [-2.7906, 1.4676, -0.3443], [-2.2662, 0.6510, -1.8574], [-1.0342, 1.7498, -0.9552], [-1.7063, -2.1453, -0.0088], [-3.2612, -1.2623, 0.0698], [-2.5613, -1.5499, 1.5656]],
  "e_homo_ev": -8.94,
  "homo_lumo_gap_ev": 9.54,
  "charge": 0,
  "e_lumo_ha": 0.0219,
  "smiles": "CCCB(C)C"
}

Calculated total energy (Ha), listed in the same order as above: -671.04761; -1467.41996; -960.43178; -1278.58414; -1278.49011; -1278.49442; -1169.79233; -595.80980; -595.53340; -487.03910; -776.45807; -223.07683